[1]
Molecular formula: C33H67BGeN6PtSi3
Method: DFT, ωB97M-V/def2-TZVPD

Last column: Löwdin charge in e.
Geometry (Å):
Pt -0.015 -0.016 -0.061  1.06
C 2.546 0.029 -4.972  0.00
C 2.551 0.042 -3.481  -0.24
C 3.626 0.078 -2.622  0.04
C 3.093 0.074 -1.334  -0.23
N 1.752 0.037 -1.407  0.02
N 1.436 0.017 -2.734  0.03
B -0.010 0.012 -3.229  -0.54
N -0.750 1.250 -2.725  0.03
N -0.941 1.493 -1.398  0.01
C -1.646 2.633 -1.314  -0.23
C -1.905 3.111 -2.597  0.04
C -1.324 2.213 -3.463  -0.24
C -1.293 2.239 -4.955  0.00
C -2.095 3.311 -0.050  -0.54
C -1.463 4.706 0.020  -0.02
C -1.673 2.503 1.152  -0.16
C -3.624 3.432 -0.062  -0.03
N -0.717 -1.255 -2.753  0.03
N -0.835 -1.569 -1.431  0.02
C -1.444 -2.765 -1.376  -0.23
C -1.736 -3.196 -2.670  0.04
C -1.257 -2.220 -3.513  -0.24
C -1.291 -2.174 -5.004  0.00
C -1.768 -3.542 -0.136  -0.55
C -3.288 -3.711 -0.031  -0.02
C -1.095 -4.918 -0.215  -0.03
C -1.251 -2.811 1.075  -0.14
C 3.917 0.101 -0.079  -0.54
C 4.800 1.355 -0.082  -0.03
C 4.796 -1.154 -0.034  -0.02
C 3.020 0.128 1.133  -0.15
H 3.573 0.037 -5.332  0.09
H 2.052 -0.861 -5.363  0.08
H 2.034 0.901 -5.380  0.08
H 4.668 0.102 -2.893  0.12
H -0.009 0.027 -4.418  0.11
H -2.447 4.004 -2.859  0.12
H -1.812 3.128 -5.306  0.09
H -0.271 2.266 -5.333  0.08
H -1.784 1.364 -5.382  0.08
H -0.373 4.644 0.004  0.09
H -1.777 5.328 -0.818  0.09
H -1.765 5.205 0.944  0.09
H -0.587 2.404 1.193  0.01
H -1.994 2.988 2.069  0.06
H -2.121 1.505 1.127  0.05
H -3.971 4.038 -0.900  0.09
H -4.093 2.449 -0.138  0.10
H -3.965 3.907 0.861  0.09
H -2.225 -4.112 -2.953  0.12
H -1.795 -3.063 -5.377  0.09
H -1.831 -1.298 -5.365  0.08
H -0.287 -2.145 -5.429  0.08
H -3.687 -4.268 -0.879  0.09
H -3.540 -4.257 0.881  0.09
H -3.789 -2.741 0.001  0.09
H -1.461 -5.494 -1.066  0.08
H -0.012 -4.818 -0.317  0.10
H -1.306 -5.487 0.693  0.09
H -1.714 -1.827 1.162  0.02
H -1.480 -3.365 1.978  0.07
H -0.165 -2.692 1.023  0.06
H 5.488 1.357 -0.928  0.08
H 4.192 2.261 -0.141  0.09
H 5.392 1.394 0.835  0.09
H 5.483 -1.189 -0.881  0.09
H 5.389 -1.161 0.883  0.09
H 4.188 -2.061 -0.057  0.09
H 2.389 1.022 1.131  0.05
H 2.384 -0.758 1.167  0.02
H 3.612 0.142 2.043  0.07
C 0.584 3.680 3.103  -0.21
Si 1.050 1.987 3.760  0.35
C 0.439 2.041 5.536  -0.21
C 2.921 1.997 3.872  -0.21
Ge -0.017 0.004 2.725  0.65
Si 1.162 -1.893 3.801  0.34
C 2.870 -2.337 3.168  -0.21
C 0.239 -3.521 3.924  -0.21
C 1.500 -1.374 5.574  -0.21
Si -2.263 -0.002 3.793  0.35
C -3.167 1.639 3.870  -0.21
C -2.000 -0.510 5.582  -0.21
C -3.541 -1.237 3.198  -0.21
H 1.087 4.381 3.778  0.05
H -0.484 3.884 3.160  0.02
H 0.930 3.895 2.091  0.03
H 0.954 2.907 5.969  0.05
H 0.682 1.175 6.145  0.01
H -0.631 2.236 5.616  0.02
H 3.152 2.853 4.516  0.04
H 3.436 2.154 2.928  0.02
H 3.330 1.107 4.357  0.03
H 2.897 -2.758 2.162  0.03
H 3.222 -3.112 3.857  0.05
H 3.576 -1.509 3.222  0.02
H 0.127 -4.055 2.984  0.01
H -0.740 -3.429 4.399  0.03
H 0.862 -4.139 4.580  0.04
H 2.204 -0.544 5.651  0.02
H 1.991 -2.248 6.018  0.05
H 0.626 -1.147 6.177  0.01
H -2.575 2.438 4.324  0.03
H -4.020 1.451 4.531  0.05
H -3.562 1.989 2.920  0.01
H -1.350 0.137 6.166  0.01
H -1.659 -1.540 5.690  0.02
H -3.002 -0.459 6.023  0.05
H -3.917 -1.068 2.188  0.03
H -4.384 -1.108 3.886  0.04
H -3.212 -2.271 3.281  0.02

The net charge is +1. The max |F| comes out at 0.913 eV/A. As for the multiplicity: 4. For the calculated total energy, the calculation gives -128319.4668 eV.



[2]
Molecular formula: C33H67NO26S5
Method: DFT, ωB97M-V/def2-TZVPD

Last column: Löwdin charge in e.
Geometry (Å):
O -4.957 -0.008 -8.735  -0.24
S -5.874 -0.592 -7.747  0.81
O -6.319 -2.033 -7.886  -0.28
O -5.403 -0.378 -6.200  -0.21
C -6.452 -0.299 -5.325  -0.21
C -7.600 0.447 -6.102  -0.18
O -7.222 0.438 -7.458  -0.21
H -6.820 -1.294 -5.073  0.12
H -6.105 0.112 -4.378  0.14
H -7.681 1.500 -5.829  0.13
H -8.539 -0.073 -5.914  0.13
O -1.611 8.088 -7.270  -0.26
S -0.756 7.285 -8.168  0.73
O -0.151 7.898 -9.335  -0.23
O 0.346 6.442 -7.240  -0.22
C -0.208 5.204 -6.737  -0.15
C -1.187 4.807 -7.847  -0.19
O -1.561 5.949 -8.606  -0.19
H 0.584 4.516 -6.443  0.14
H -0.849 5.421 -5.881  0.12
H -2.072 4.316 -7.443  0.13
H -0.681 4.050 -8.446  0.13
O 7.077 0.001 -7.025  -0.25
S 7.180 0.169 -5.558  0.69
O 6.144 0.813 -4.850  -0.22
O 7.539 -1.279 -4.847  -0.21
C 8.483 -1.085 -3.773  -0.17
C 9.206 0.247 -3.966  -0.14
O 8.618 0.846 -5.157  -0.20
H 7.954 -1.267 -2.837  0.13
H 9.212 -1.892 -3.845  0.12
H 10.274 0.048 -4.057  0.13
H 9.099 0.890 -3.093  0.13
O 1.852 1.800 -0.991  -0.23
S 1.036 0.895 -0.185  0.77
O 0.643 1.186 1.172  -0.24
O -0.294 0.372 -1.071  -0.20
C -0.499 -1.007 -1.040  -0.22
C 0.434 -1.550 0.040  -0.18
O 1.560 -0.699 -0.151  -0.21
H -1.540 -1.265 -0.845  0.13
H -0.351 -1.501 -2.000  0.13
H 0.646 -2.619 -0.008  0.14
H -0.032 -1.373 1.009  0.12
O -1.072 3.579 6.456  -0.23
S -0.352 3.164 7.631  0.73
O -0.326 4.012 8.837  -0.25
O -0.736 1.596 7.985  -0.22
C 0.209 0.645 7.450  -0.16
C 1.533 1.398 7.516  -0.18
O 1.206 2.752 7.207  -0.21
H 0.334 -0.288 8.000  0.13
H -0.140 0.390 6.450  0.13
H 2.234 0.855 6.883  0.14
H 1.954 1.426 8.521  0.13
C 3.843 -4.444 8.112  -0.06
N 2.912 -5.251 7.353  -0.02
C 2.589 -5.081 6.070  -0.53
C 1.656 -6.155 5.437  0.00
O 2.888 -4.067 5.413  0.00
H 4.832 -4.804 7.827  0.09
H 3.597 -4.533 9.170  0.09
H 3.814 -3.406 7.779  0.08
H 2.567 -6.090 7.798  0.13
H 1.350 -6.844 6.224  0.06
H 2.214 -6.710 4.683  0.08
H 0.742 -5.707 5.047  0.08
C 8.791 4.224 2.470  -0.18
C 7.365 4.029 2.164  -0.20
C 6.625 4.206 3.494  -0.19
O 7.561 4.818 4.385  -0.14
C 8.822 4.324 4.050  -0.19
H 9.019 5.120 1.892  0.11
H 9.543 3.517 2.119  0.11
H 7.314 2.996 1.820  0.11
H 6.923 4.744 1.471  0.11
H 6.365 3.209 3.849  0.11
H 5.688 4.761 3.443  0.12
H 8.889 3.336 4.504  0.11
H 9.670 4.924 4.381  0.12
C 0.119 -4.024 -8.374  -0.14
C 0.949 -2.882 -7.690  -0.19
C 1.572 -3.533 -6.504  -0.16
O 0.511 -4.519 -6.129  -0.20
C -0.267 -5.016 -7.213  -0.18
H 0.761 -4.458 -9.141  0.10
H -0.781 -3.662 -8.872  0.10
H 0.324 -2.060 -7.342  0.11
H 1.620 -2.417 -8.413  0.11
H 1.715 -2.815 -5.696  0.11
H 2.473 -4.109 -6.715  0.12
H -1.335 -5.010 -6.997  0.11
H 0.196 -5.997 -7.316  0.11
C -0.768 8.193 1.052  -0.16
C -0.892 7.983 -0.481  -0.18
C -1.422 9.306 -0.939  -0.24
O -2.362 9.590 0.066  -0.14
C -1.888 9.199 1.379  -0.17
H 0.240 8.518 1.311  0.10
H -0.958 7.227 1.521  0.10
H -1.648 7.230 -0.704  0.11
H 0.070 7.704 -0.911  0.11
H -1.929 9.228 -1.901  0.12
H -0.619 10.034 -1.057  0.12
H -2.681 8.597 1.824  0.11
H -1.594 9.982 2.077  0.11
C -6.698 -6.896 1.782  -0.18
C -7.010 -6.131 0.505  -0.16
C -5.748 -6.399 -0.288  -0.24
O -5.353 -7.706 0.054  -0.14
C -5.475 -7.789 1.511  -0.16
H -7.556 -7.439 2.177  0.10
H -6.431 -6.228 2.601  0.10
H -7.144 -5.051 0.570  0.11
H -7.889 -6.565 0.028  0.11
H -4.877 -5.777 -0.083  0.12
H -5.883 -6.276 -1.363  0.12
H -4.590 -7.501 2.079  0.11
H -5.810 -8.778 1.822  0.11
C -5.460 -2.063 6.784  -0.18
C -5.441 -3.525 7.257  -0.18
C -4.116 -3.982 6.772  -0.21
O -3.992 -3.286 5.526  -0.15
C -4.840 -2.134 5.402  -0.18
H -5.113 -1.447 7.614  0.11
H -6.448 -1.620 6.658  0.11
H -6.276 -4.033 6.774  0.12
H -5.492 -3.556 8.346  0.11
H -4.073 -5.058 6.602  0.12
H -3.312 -3.724 7.462  0.12
H -5.631 -2.274 4.666  0.11
H -4.288 -1.227 5.154  0.12

The max |F| comes out at 4.944 eV/A. For the calculated total energy, the calculation gives -144196.4759 eV.